Arrangement P

Density functional theory data (ωB97M-V with the def2-TZVPD basis set) for the molecule CHCl2NO2.

Summary:
- Structure (SMILES): O=[N+]([O-])C(Cl)Cl
- HOMO energy: -11.74 eV
- LUMO level: -0.540 eV

```
! RIJCOSX wB97M-V def2-TZVPD def2/J DEFGRID3
* xyz 0 1
Cl 1.176 0.981 1.226
Cl -0.417 1.638 -1.088
H -1.022 0.542 1.065
N 0.089 -0.895 -0.367
O 1.074 -1.034 -1.022
C -0.211 0.483 0.152
O -0.689 -1.714 0.033
*
```

Arrangement Q

Density functional theory data (ωB97M-V with the def2-TZVPD basis set) for a cluster of 2 separate species, CHCl2NO2 in total.

Summary:
- HOMO energy (spin up / spin down): -10.43 / -8.58 eV
- LUMO level (spin up / spin down): -0.702 / -1.826 eV

```
! RIJCOSX wB97M-V def2-TZVPD def2/J DEFGRID3
* xyz 0 1
O 0.397 1.298 -1.858
Cl 0.244 -1.687 0.973
N 0.532 0.269 -1.247
O 0.638 -0.912 -1.569
H 0.330 0.752 1.164
C -0.240 -0.090 1.241
Cl -1.902 0.371 1.296
*
```

arrangement P wins, 0.0688 hartree ahead of the next structure.